[1]
Density functional theory data (wB97M-V/def2-TZVPD) for C4H9N3O2 as an isolated structure.

Structure (XYZ):
```
18
Properties=species:S:1:pos:R:3:forces:R:3:lowdin_charge:R:1
C -0.471 -0.848 1.624 -2.5 -0.5 -2.2 -0.4828
C 0.592 -0.634 -0.613 3.0 -3.9 0.3 -0.5891
C 0.112 -0.019 -1.790 -0.5 0.7 -5.2 -0.1344
C -0.049 1.482 -1.615 -1.6 1.4 1.6 -0.2544
H 0.525 -1.458 3.251 0.2 -1.1 -2.7 0.1252
H 1.479 -1.665 1.683 -3.2 -0.2 1.2 0.1484
H -1.312 0.144 3.350 -0.9 -1.5 -5.0 0.1814
H -1.362 -0.410 -0.315 2.0 -1.5 1.5 0.1590
H -0.845 -0.647 -2.251 2.3 2.0 1.3 0.2006
H 0.870 -0.107 -2.584 -0.1 -0.2 0.3 0.1323
H -1.031 1.952 -1.313 0.4 -1.4 0.3 0.1397
H -0.012 1.908 -2.528 0.6 1.2 -3.4 0.0682
H 0.388 2.100 0.038 2.3 0.8 -1.3 0.1234
N 0.465 -1.755 2.188 1.7 3.2 1.4 0.0715
N -1.530 -0.147 2.027 4.4 -0.3 4.4 0.0296
N -0.494 -0.963 0.060 -4.0 1.4 5.1 0.1028
O 1.727 -1.109 -0.398 -1.4 1.6 0.2 0.0470
O 0.948 2.177 -0.814 -2.6 -1.7 2.1 -0.0684
```
Forces are in eV/Å.

Calculated values
E_HOMO ... -0.3615 Ha
HOMO-LUMO gap ... 0.3775 Ha
Energy relative to the best compared isomer or geometry (same formula, charge and spin) ... 438.96 kJ/mol
Maximum force ... 6.59 eV Å⁻¹
Total energy ... -472.426436 Ha

=====

[2]
Density functional theory data (wB97M-V/def2-TZVPD) for C4H9N3O2 as an isolated structure.

Structure (XYZ):
```
18
Properties=species:S:1:pos:R:3:forces:R:3:lowdin_charge:R:1
C -0.635 -0.512 0.217 2.0 4.7 2.0 -0.3042
C 0.608 -1.164 0.751 -0.7 -3.7 2.4 -0.1883
C 1.619 -1.365 -0.307 2.5 0.0 -1.9 -0.2874
C -0.507 1.060 0.193 -1.3 0.0 1.0 -0.0800
H -3.393 -1.098 -0.645 -1.2 -0.1 -0.6 0.0607
H -2.813 0.489 -0.952 0.4 -1.6 1.2 0.1162
H 0.297 -2.223 1.148 0.2 1.7 -0.9 0.1431
H 1.203 -0.777 1.658 -1.5 0.3 -1.4 0.1522
H 2.301 -2.276 -0.172 -1.5 0.9 -0.3 0.1325
H 1.124 -1.344 -1.370 1.1 -0.3 1.8 0.1452
H 2.091 0.510 -0.631 2.0 -2.0 1.7 0.0991
H -1.325 1.707 0.698 0.5 -1.6 -1.0 0.1480
H 0.860 3.726 -0.562 -3.4 -2.8 4.1 0.2774
N -2.900 -0.326 -0.268 1.0 0.9 -0.1 0.0044
N -1.779 -1.002 0.208 -1.1 -0.9 -1.0 -0.0025
N 0.503 1.797 -0.036 -0.4 -1.6 -0.9 -0.0903
O 2.612 -0.290 -0.187 -2.5 1.9 -2.4 -0.1597
O 0.135 3.087 0.258 3.9 4.1 -3.9 -0.1666
```
Forces are in eV/Å.

Calculated values
E_HOMO ... -0.3446 Ha
HOMO-LUMO gap ... 0.3472 Ha
Energy relative to the best compared isomer or geometry (same formula, charge and spin) ... 639.50 kJ/mol
Maximum force ... 6.92 eV Å⁻¹
Total energy ... -472.350055 Ha